102
Properties=species:S:1:pos:R:3:mulliken_spin:R:1 method="wB97M-V/def2-TZVPD" lumo_ev="3.89 / 3.40" relative_energy_kcal_mol=0.0 charge=-2 homo_ev="-0.57 / -3.29" energy_ev=-118044.6413 s_squared=6.06 homo_lumo_gap_ha="0.164 / 0.246" multiplicity=5
Ir -0.61 0.16 0.15 1.261
S 0.46 0.55 3.17 0.054
P 1.92 0.77 1.80 -0.016
C 1.38 0.15 0.21 0.460
P 1.85 0.26 -1.48 0.080
S 0.18 0.12 -2.56 0.138
C 2.76 1.77 -1.91 -0.010
C 2.05 2.96 -2.05 0.006
C 2.71 4.16 -2.26 0.013
C 4.10 4.17 -2.38 0.001
C 4.81 2.98 -2.30 0.000
C 4.15 1.78 -2.06 0.007
C 3.01 -1.06 -1.98 -0.033
C 3.25 -1.28 -3.34 0.018
C 4.11 -2.28 -3.75 0.009
C 4.73 -3.10 -2.81 0.000
C 4.48 -2.90 -1.46 0.004
C 3.63 -1.87 -1.05 -0.002
C 3.10 2.11 2.21 0.008
C 3.94 2.70 1.27 -0.008
C 4.82 3.70 1.65 0.002
C 4.86 4.13 2.97 -0.002
C 4.02 3.54 3.90 0.005
C 3.14 2.54 3.53 0.000
C 3.08 -0.65 2.22 0.088
C 2.51 -1.92 2.39 -0.044
C 3.31 -3.04 2.55 -0.005
C 4.70 -2.93 2.56 0.009
C 5.28 -1.68 2.41 -0.003
C 4.47 -0.55 2.25 0.038
H 0.97 2.94 -2.00 -0.014
H 2.15 5.08 -2.31 0.002
H 4.62 5.11 -2.54 0.000
H 5.89 2.99 -2.41 0.000
H 4.72 0.87 -1.97 0.002
H 2.75 -0.66 -4.08 0.003
H 4.28 -2.44 -4.81 0.000
H 5.39 -3.90 -3.13 0.000
H 4.95 -3.53 -0.71 0.000
H 3.44 -1.73 0.00 0.009
H 3.90 2.40 0.24 0.001
H 5.45 4.16 0.89 0.000
H 5.53 4.93 3.26 0.000
H 4.04 3.88 4.93 0.000
H 2.46 2.10 4.25 -0.006
H 1.43 -2.01 2.38 -0.005
H 2.85 -4.02 2.66 -0.001
H 5.32 -3.81 2.68 0.001
H 6.35 -1.57 2.42 0.000
H 4.95 0.41 2.13 0.002
O 0.95 2.83 1.11 0.029
C 0.05 3.12 0.30 0.049
O -0.69 2.25 -0.30 0.009
C -0.21 4.54 -0.03 0.089
C -1.14 4.90 -1.02 -0.011
C -1.34 6.22 -1.37 0.089
C -0.61 7.24 -0.72 -0.002
C 0.33 6.89 0.28 0.094
C 0.52 5.56 0.60 -0.015
N -0.80 8.57 -1.06 0.175
O -1.64 8.86 -1.97 0.211
O -0.12 9.46 -0.46 0.209
H -1.69 4.12 -1.52 0.008
H -2.05 6.51 -2.13 0.026
H 0.88 7.68 0.76 0.025
H 1.25 5.28 1.35 0.012
C -0.95 -1.69 0.73 0.278
C -1.36 -2.71 1.31 0.031
C -1.94 -3.74 2.01 0.211
C -3.34 -4.09 1.74 -0.004
C -3.91 -5.32 2.12 0.091
C -5.23 -5.61 1.83 -0.061
C -6.03 -4.70 1.14 0.112
C -5.47 -3.49 0.75 -0.065
C -4.15 -3.19 1.03 0.092
C -1.18 -4.47 3.05 0.052
C -1.76 -4.85 4.27 0.068
C -1.01 -5.49 5.25 -0.037
C 0.33 -5.76 5.05 0.067
C 0.92 -5.38 3.85 -0.042
C 0.17 -4.75 2.86 0.069
H -3.31 -6.05 2.64 0.009
H -5.64 -6.57 2.13 -0.004
H -7.06 -4.93 0.92 0.011
H -6.07 -2.77 0.21 -0.003
H -3.72 -2.24 0.73 0.045
H -2.80 -4.62 4.45 0.003
H -1.49 -5.75 6.19 -0.001
H 0.92 -6.24 5.81 0.006
H 1.98 -5.56 3.68 -0.001
H 0.63 -4.44 1.93 0.004
C -2.36 3.31 2.74 0.003
N -2.79 2.56 1.57 0.005
C -2.94 1.24 1.54 0.001
N -2.98 0.56 2.70 0.003
S -3.11 0.43 0.03 -0.006
H -2.31 4.36 2.47 0.004
H -1.36 2.98 3.06 -0.003
H -3.08 3.19 3.55 -0.001
H -2.56 2.95 0.66 -0.001
H -2.40 0.93 3.45 0.000
H -2.85 -0.44 2.56 -0.003